The following is a DFT calculation (ωB97M-V/def2-TZVPD) of 15 unconnected molecules or ions with the total composition C63H144N6O9 in a non-equilibrium geometry.

Last column: Mulliken spin population.
Atoms and positions in Å:
C (-4.521, -3.099, -2.022)  0.00
C (-5.931, -3.563, -2.290)  0.00
N (-5.936, -3.967, -3.686)  0.00
C (-7.029, -3.459, -4.492)  0.00
C (-7.058, -1.936, -4.615)  0.00
C (-5.883, -5.414, -3.849)  0.00
C (-4.637, -6.013, -3.183)  0.00
H (-3.717, -3.614, -2.547)  0.00
H (-4.307, -3.091, -0.953)  0.00
H (-4.428, -2.059, -2.335)  0.00
H (-6.159, -4.411, -1.643)  0.00
H (-6.531, -2.696, -2.016)  0.00
H (-7.029, -3.813, -5.523)  0.00
H (-8.029, -3.768, -4.186)  0.00
H (-6.087, -1.545, -4.918)  0.00
H (-7.835, -1.674, -5.333)  0.00
H (-7.263, -1.436, -3.669)  0.00
H (-5.742, -5.616, -4.910)  0.00
H (-6.778, -5.972, -3.571)  0.00
H (-4.508, -5.800, -2.122)  0.00
H (-3.712, -5.723, -3.683)  0.00
H (-4.616, -7.096, -3.306)  0.00
C (0.064, 1.147, -2.239)  0.00
C (0.403, -0.005, -1.286)  0.00
N (-0.024, 0.425, 0.083)  0.00
C (-1.500, 0.578, 0.302)  0.00
C (-2.225, -0.740, -0.040)  0.00
C (0.734, -0.329, 1.087)  0.00
C (0.712, 0.349, 2.483)  0.00
H (0.407, 2.105, -1.848)  0.00
H (-1.017, 1.219, -2.355)  0.00
H (0.544, 0.915, -3.190)  0.00
H (-0.010, -0.957, -1.620)  0.00
H (1.483, -0.150, -1.242)  0.00
H (-1.757, 0.875, 1.319)  0.00
H (-1.930, 1.328, -0.362)  0.00
H (-3.270, -0.727, 0.271)  0.00
H (-2.198, -0.972, -1.104)  0.00
H (-1.727, -1.613, 0.381)  0.00
H (1.792, -0.270, 0.832)  0.00
H (0.476, -1.386, 1.155)  0.00
H (1.233, 1.305, 2.413)  0.00
H (1.244, -0.203, 3.258)  0.00
H (-0.308, 0.394, 2.865)  0.00
C (3.500, -2.114, -1.892)  0.00
C (4.313, -0.816, -1.676)  0.00
N (5.236, -0.453, -2.771)  0.00
C (6.424, -1.341, -2.667)  0.00
C (7.349, -1.155, -3.910)  0.00
C (5.481, 1.000, -2.860)  0.00
C (4.190, 1.714, -3.341)  0.00
H (4.053, -3.018, -2.145)  0.00
H (2.775, -2.032, -2.702)  0.00
H (2.905, -2.342, -1.008)  0.00
H (3.538, -0.050, -1.650)  0.00
H (4.814, -0.823, -0.708)  0.00
H (6.992, -1.014, -1.797)  0.00
H (6.180, -2.392, -2.513)  0.00
H (7.803, -0.165, -3.881)  0.00
H (8.202, -1.833, -3.886)  0.00
H (6.855, -1.147, -4.882)  0.00
H (6.284, 1.211, -3.567)  0.00
H (5.787, 1.487, -1.934)  0.00
H (3.517, 1.923, -2.509)  0.00
H (3.581, 1.062, -3.967)  0.00
H (4.348, 2.655, -3.867)  0.00
C (-0.637, -2.666, 3.783)  0.00
C (-1.562, -3.359, 4.756)  0.00
N (-2.300, -4.549, 4.290)  0.00
C (-3.363, -4.937, 5.267)  0.00
C (-2.785, -5.398, 6.610)  0.00
C (-2.917, -4.406, 2.914)  0.00
C (-3.696, -3.011, 2.755)  0.00
H (-0.263, -1.741, 4.222)  0.00
H (-0.966, -2.435, 2.769)  0.00
H (0.243, -3.263, 3.546)  0.00
H (-0.954, -3.593, 5.629)  0.00
H (-2.271, -2.585, 5.051)  0.00
H (-3.871, -5.819, 4.876)  0.00
H (-4.086, -4.122, 5.303)  0.00
H (-3.590, -5.660, 7.297)  0.00
H (-2.132, -4.672, 7.094)  0.00
H (-2.136, -6.249, 6.408)  0.00
H (-2.090, -4.438, 2.206)  0.00
H (-3.529, -5.282, 2.697)  0.00
H (-4.565, -3.038, 3.412)  0.00
H (-3.034, -2.162, 2.922)  0.00
H (-4.027, -2.949, 1.718)  0.00
C (2.395, 5.030, -2.298)  0.00
C (2.064, 6.295, -1.433)  0.00
N (3.277, 7.114, -1.205)  0.00
C (4.318, 6.417, -0.393)  0.00
C (5.703, 6.980, -0.716)  0.00
C (2.933, 8.414, -0.582)  0.00
C (2.146, 9.340, -1.488)  0.00
H (1.486, 4.500, -2.582)  0.00
H (3.097, 4.321, -1.861)  0.00
H (2.919, 5.322, -3.209)  0.00
H (1.266, 6.840, -1.936)  0.00
H (1.667, 6.015, -0.457)  0.00
H (4.162, 6.502, 0.682)  0.00
H (4.327, 5.331, -0.485)  0.00
H (6.486, 6.309, -0.363)  0.00
H (5.862, 7.017, -1.794)  0.00
H (5.807, 7.955, -0.239)  0.00
H (3.833, 9.005, -0.410)  0.00
H (2.518, 8.224, 0.408)  0.00
H (1.189, 8.953, -1.840)  0.00
H (2.770, 9.557, -2.355)  0.00
H (2.026, 10.314, -1.014)  0.00
C (6.694, -3.132, 5.280)  0.03
C (5.407, -3.932, 5.603)  0.00
N (4.521, -3.902, 4.471)  0.77
C (3.962, -2.552, 4.048)  0.02
C (3.095, -1.885, 5.141)  0.09
C (3.470, -4.966, 4.580)  0.00
C (2.962, -5.320, 3.155)  0.03
H (7.194, -3.549, 4.405)  0.00
H (7.408, -3.112, 6.103)  0.00
H (6.537, -2.071, 5.085)  0.00
H (5.738, -4.946, 5.827)  0.01
H (4.930, -3.468, 6.466)  0.05
H (4.800, -1.912, 3.773)  0.00
H (3.380, -2.666, 3.134)  -0.02
H (2.146, -2.387, 5.329)  0.00
H (3.645, -1.790, 6.077)  0.00
H (2.855, -0.872, 4.817)  0.00
H (2.649, -4.697, 5.245)  0.02
H (3.938, -5.878, 4.950)  0.00
H (2.319, -4.590, 2.665)  0.00
H (2.293, -6.177, 3.236)  0.00
H (3.791, -5.617, 2.513)  0.00
C (-3.007, 2.325, -6.151)  0.00
C (-2.349, 1.074, -5.549)  0.00
O (-1.174, 0.737, -5.815)  0.00
C (-3.210, 0.277, -4.551)  0.00
H (-3.529, 1.987, -7.046)  0.00
H (-2.222, 3.022, -6.446)  0.00
H (-3.636, 2.714, -5.350)  0.00
H (-4.209, 0.232, -4.983)  0.00
H (-3.243, 0.706, -3.550)  0.00
H (-2.746, -0.691, -4.356)  0.00
C (-0.053, 1.022, 8.493)  0.00
C (-0.106, 0.820, 6.967)  0.00
O (-0.296, -0.308, 6.495)  0.00
C (0.269, 1.941, 5.989)  0.00
H (0.909, 1.375, 8.865)  0.00
H (-0.226, 0.098, 9.046)  0.00
H (-0.820, 1.732, 8.800)  0.00
H (0.296, 1.621, 4.947)  0.00
H (1.272, 2.310, 6.206)  0.00
H (-0.467, 2.743, 5.934)  0.00
C (-1.067, 4.125, 2.371)  0.00
C (0.431, 3.891, 2.422)  0.00
O (0.977, 3.540, 3.492)  0.00
C (1.219, 3.902, 1.128)  0.00
H (-1.316, 4.942, 1.694)  0.00
H (-1.513, 4.183, 3.364)  0.00
H (-1.520, 3.215, 1.978)  0.00
H (1.454, 2.866, 0.884)  0.00
H (2.142, 4.481, 1.141)  0.00
H (0.637, 4.408, 0.358)  0.00
C (-0.816, -2.481, -4.209)  0.00
C (0.207, -3.568, -3.810)  0.00
O (1.294, -3.716, -4.375)  0.00
C (-0.270, -4.442, -2.676)  0.00
H (-0.525, -2.013, -5.150)  0.00
H (-0.825, -1.718, -3.431)  0.00
H (-1.837, -2.860, -4.217)  0.00
H (0.509, -4.764, -1.986)  0.00
H (-0.592, -5.328, -3.225)  0.00
H (-1.099, -3.950, -2.167)  0.00
C (-5.177, 0.722, -0.897)  0.00
C (-5.972, 1.441, -1.941)  0.00
O (-5.441, 1.895, -2.943)  0.00
C (-7.520, 1.555, -1.708)  0.00
H (-5.380, -0.346, -0.816)  0.00
H (-5.395, 1.165, 0.075)  0.00
H (-4.119, 0.848, -1.125)  0.00
H (-7.922, 0.545, -1.793)  0.00
H (-7.967, 2.135, -2.515)  0.00
H (-7.859, 1.920, -0.738)  0.00
C (4.179, 1.971, 3.228)  0.00
C (4.275, 1.120, 1.990)  0.00
O (4.447, -0.114, 1.992)  0.00
C (4.261, 1.860, 0.693)  0.00
H (4.653, 1.381, 4.012)  0.00
H (3.161, 2.259, 3.490)  0.00
H (4.827, 2.846, 3.177)  0.00
H (3.616, 1.374, -0.039)  0.00
H (5.281, 1.804, 0.314)  0.00
H (3.828, 2.841, 0.889)  0.00
C (-3.048, 4.495, -0.692)  0.00
C (-2.063, 4.559, -1.859)  0.00
O (-0.885, 4.881, -1.661)  0.00
C (-2.532, 4.100, -3.223)  0.00
H (-3.036, 3.453, -0.371)  0.00
H (-4.006, 4.850, -1.073)  0.00
H (-2.658, 5.106, 0.122)  0.00
H (-2.785, 3.045, -3.119)  0.00
H (-1.753, 4.118, -3.985)  0.00
H (-3.342, 4.751, -3.553)  0.00
C (1.872, -0.439, -5.738)  0.00
C (2.816, -1.291, -6.562)  0.00
O (2.626, -1.449, -7.747)  0.00
C (3.967, -1.964, -5.886)  0.00
H (2.301, 0.558, -5.643)  0.00
H (1.682, -0.899, -4.768)  0.00
H (0.970, -0.166, -6.285)  0.00
H (3.798, -3.024, -5.697)  0.00
H (4.134, -1.379, -4.982)  0.00
H (4.867, -1.866, -6.493)  0.00
C (-5.230, 0.372, 2.988)  0.00
C (-4.230, 1.470, 2.913)  0.00
O (-4.010, 2.112, 1.871)  0.00
C (-3.310, 1.661, 4.099)  0.00
H (-4.904, -0.525, 3.514)  0.00
H (-5.590, 0.170, 1.979)  0.00
H (-6.016, 0.654, 3.689)  0.00
H (-2.567, 2.449, 3.980)  0.00
H (-2.795, 0.732, 4.341)  0.00
H (-3.968, 1.918, 4.929)  0.00

For the largest force on an atom, the calculation gives 4.309 eV Å⁻¹. The total energy is -3492.04207 Ha. The gap between HOMO and LUMO (alpha / beta) comes out at 7.535 / 2.955 eV. As for the charge: +1. The highest occupied orbital energy (alpha / beta) is -9.5 / -9.5 eV. As for the multiplicity: 2. The LUMO energy (alpha / beta) is -1.996 / -6.576 eV. Its expectation value of S² is 0.754.